2 unconnected molecules or ions with the total composition C2HIN5O in a non-equilibrium geometry. Source: OMol25; level of theory: ωB97M-V/def2-TZVPD.

Summary:
LUMO level: 2.6 eV
net charge: -1
gap between HOMO and LUMO: 8.4 eV
highest occupied orbital energy: -5.753 eV

Last column: natural (NBO) charge in e.
Cartesian coordinates (Å):
I1 2.3875 1.6333 -0.1512  0.1275
O1 -1.1201 0.9475 -2.1614  -0.3822
N1 -1.2611 -0.6992 0.9171  -0.4059
N2 0.0472 0.7961 -1.7374  0.0240
N3 0.8502 -1.3792 0.5290  -0.4077
N4 0.2048 -2.2627 1.2657  -0.1522
N5 -1.0282 -1.8665 1.4928  -0.1532
C1 0.3397 1.3257 -0.5330  -0.2699
C2 -0.0939 -0.4816 0.3601  0.3976
H1 -0.3261 1.9864 0.0181  0.2219